{"formula": "C16H16ClN3O", "method": "ωB97M-V with the def2-TZVPD basis set", "species": ["O", "Cl", "N", "C", "C", "C", "C", "C", "C", "C", "C", "C", "C", "C", "C", "N", "N", "C", "C", "C", "C", "H", "H", "H", "H", "H", "H", "H", "H", "H", "H", "H", "H", "H", "H", "H", "H"], "xyz": [[1.977814, -2.947522, -1.129485], [-0.718469, -5.722561, 2.261535], [-0.491488, -3.087803, 2.046793], [1.027155, -3.003029, -0.368013], [-0.062773, -1.950613, 1.551763], [2.110779, -7.042822, -1.743452], [-0.270860, -4.279572, 1.307216], [1.672367, -6.115267, -0.827887], [0.339528, -4.256769, 0.010809], [-0.454374, 1.327085, 3.069336], [-0.361061, 2.736623, 2.919650], [-0.938484, 1.004613, 0.811810], [-0.587199, 0.454710, 2.064419], [-0.643106, 3.262344, 1.657792], [-1.038098, 2.431760, 0.631113], [0.631867, -1.890235, 0.299364], [-0.450458, -0.901494, 2.353341], [0.300810, -5.387793, -0.899716], [-0.814286, 4.612249, 1.147889], [-1.512131, 3.116313, -0.543979], [-1.048356, 4.453428, -0.352887], [2.965944, -7.678182, -1.503925], [1.670976, -7.184288, -2.687813], [2.347650, -6.192488, 0.049153], [-0.200482, 0.948375, 4.035052], [-0.145140, 3.470890, 3.757511], [-1.159171, 0.177631, 0.089961], [0.981292, -1.058842, -0.005830], [-1.033085, -1.301301, 3.064196], [-0.520186, -5.969238, -0.552890], [0.150716, -4.946762, -1.840807], [-1.714789, 5.122603, 1.683502], [0.044567, 5.245951, 1.302104], [-1.252137, 2.569299, -1.467294], [-2.616129, 3.068197, -0.598837], [-0.149051, 4.366922, -0.989595], [-1.677404, 5.281572, -0.767307]], "forces_ev_per_angstrom": [[-0.6300, 0.0152, -0.5426], [0.2541, 1.0442, -1.3413], [0.9870, -1.8076, -1.3726], [0.7302, -1.9900, 0.2017], [-0.6121, -1.4683, -1.2616], [-0.2450, 1.7813, 2.2667], [1.2485, 2.3763, -1.1025], [0.6291, -3.3085, -1.6653], [-1.9184, 1.2227, 4.0242], [1.6197, 3.1196, 2.6738], [-0.5341, 0.2136, -0.0224], [-0.1314, -0.5854, -0.2123], [-0.6789, 0.9799, -2.4462], [-0.3230, -1.3260, 0.4417], [0.8996, -5.1209, 1.3895], [-2.9315, -0.7060, 4.3519], [0.6804, -0.4550, -1.3280], [3.0293, -0.3391, 1.2861], [-0.9262, 2.8387, 0.7645], [-3.3911, -2.8603, -1.8595], [1.0169, 3.0941, -1.4063], [-0.0893, 0.4082, -0.1440], [-0.7136, -0.2191, -1.0524], [-1.1643, 0.9627, -0.0034], [0.0429, -0.2911, 0.6278], [-0.2384, -1.4130, -0.9077], [-0.0294, 1.4493, -0.0828], [1.3392, 2.7627, -0.8782], [-0.1154, 0.0952, 0.4829], [-0.4821, -1.0407, -0.2527], [-0.3014, -0.0674, -1.6829], [1.3748, -0.6856, -1.0026], [0.2639, 0.3840, 0.3724], [0.3467, 0.5674, 0.1743], [0.0533, -0.1173, 0.4000], [0.4637, 1.3050, 0.8722], [0.4765, -0.8188, 0.2375]], "mulliken_charge": [-0.652, -0.170, -0.637, 0.334, 0.368, -0.852, 0.058, 0.046, 0.411, -0.115, -1.122, -0.561, 0.047, 0.445, 0.488, -0.045, -0.132, -0.867, -0.613, -0.847, -0.518, 0.235, 0.305, 0.217, 0.444, 0.321, 0.394, 0.227, 0.295, 0.494, 0.313, 0.227, 0.319, 0.380, 0.225, 0.216, 0.321], "molar_mass_g_mol": 301.78, "homo_energy_ev": -8.2, "total_energy_ha": -1318.9221, "smiles": "C=CCc1c(Cl)nc(Nc2ccc3c(c2)CCC3)[nH]c1=O", "relative_energy_kcal_mol": 62.6}